# 1
Here is one molecule with the formula C24H30FN5O2 from the OMol25 dataset. Energies are from ωB97M-V/def2-TZVPD.

Summary:
Lowest unoccupied orbital energy: 0.38 eV
Net charge: 0
E: -39639.3979 eV
SMILES string: Cc1cnc(C)c(N2CCN(C(=O)[C@@H]3CCC(=O)N(CCc4cccc(F)c4)C3)CC2)n1
Largest force on an atom: 0.0122 Eh/bohr
Multiplicity: 1
Energy relative to the best compared isomer or geometry (same formula, charge and spin): 0.087 eV
Kohn-Sham gap: 8.623 eV

Last column: Löwdin charge in e.
CARTESIAN COORDINATES (ANGSTROEM)
C 1.515 1.178 -6.409  -0.035
C 2.428 0.442 -5.481  -0.313
N 1.870 -0.381 -4.602  0.173
C 2.644 -1.079 -3.772  -0.233
C 4.052 -0.998 -3.881  -0.257
N 4.592 -0.150 -4.738  0.113
C 3.809 0.587 -5.511  -0.094
H 4.305 1.272 -6.183  0.111
C 5.014 -1.875 -3.141  -0.040
H 5.312 -1.428 -2.192  0.077
H 5.911 -1.981 -3.746  0.080
H 4.579 -2.854 -2.956  0.080
N 2.002 -1.950 -2.907  -0.080
C 2.293 -1.895 -1.491  -0.127
H 3.346 -1.684 -1.324  0.102
C 1.444 -0.806 -0.804  -0.120
N 0.042 -1.067 -1.025  -0.050
C -0.884 -1.509 -0.137  -0.415
O -1.992 -1.847 -0.503  0.068
C -0.495 -1.485 1.346  -0.183
C -0.534 -0.020 1.834  -0.111
N -1.886 0.412 2.062  -0.050
C -2.687 -0.301 2.893  -0.457
O -3.814 0.039 3.185  0.075
C -2.028 -1.576 3.373  -0.077
C -1.473 -2.338 2.169  -0.123
H -2.309 -2.614 1.522  0.116
H -0.987 -3.255 2.504  0.117
H -2.774 -2.176 3.894  0.125
H -1.232 -1.330 4.080  0.123
C -2.371 1.629 1.458  -0.128
H -2.090 1.645 0.400  0.128
H -3.460 1.599 1.542  0.127
C -1.839 2.883 2.175  -0.115
C -2.200 2.811 3.630  -0.235
C -1.287 2.319 4.552  0.025
C -1.671 2.169 5.870  -0.267
C -2.937 2.497 6.310  -0.012
C -3.840 2.996 5.386  -0.065
C -3.477 3.150 4.061  -0.045
H -4.195 3.526 3.349  0.118
H -4.838 3.255 5.704  0.107
H -3.202 2.358 7.346  0.115
F -0.768 1.678 6.752  0.049
H -0.283 2.054 4.258  0.120
H -2.287 3.763 1.711  0.119
H -0.755 2.943 2.058  0.111
H 0.051 0.056 2.761  0.126
H -0.082 0.643 1.093  0.125
H 0.520 -1.869 1.466  0.133
C -0.273 -1.106 -2.444  -0.112
C 0.584 -2.170 -3.134  -0.132
H 0.399 -2.156 -4.206  0.119
H 0.337 -3.156 -2.730  0.132
H -1.333 -1.338 -2.548  0.123
H -0.060 -0.128 -2.886  0.120
H 1.688 -0.761 0.255  0.113
H 1.689 0.164 -1.257  0.136
H 2.049 -2.870 -1.055  0.134
H 1.699 0.868 -7.436  0.081
H 1.692 2.250 -6.344  0.079
H 0.481 0.963 -6.152  0.075

Cartesian forces, eV/Å:
C 0.10 0.03 -0.05
C 0.24 0.02 0.07
N 0.03 -0.07 0.17
C 0.16 0.30 -0.52
C -0.03 -0.06 0.06
N 0.15 0.10 0.00
C -0.21 -0.01 -0.01
H -0.06 0.09 -0.13
C -0.09 0.01 0.01
H 0.02 -0.06 0.11
H 0.00 -0.02 0.00
H 0.01 -0.11 0.10
N 0.05 -0.39 0.02
C 0.03 0.35 0.33
H 0.01 -0.07 0.02
C 0.36 -0.23 0.11
N 0.07 0.14 -0.38
C 0.19 0.00 0.36
O -0.34 -0.11 0.00
C -0.17 -0.02 -0.08
C 0.37 -0.24 0.09
N 0.01 0.14 -0.39
C 0.08 -0.33 0.31
O -0.34 -0.01 0.09
C -0.13 -0.10 -0.02
C 0.00 -0.09 0.01
H 0.12 -0.03 0.08
H -0.02 0.00 -0.03
H 0.02 0.13 0.02
H 0.01 0.03 0.07
C -0.12 0.31 -0.03
H -0.04 -0.03 0.03
H 0.12 0.03 -0.11
C -0.17 -0.28 -0.05
C 0.04 0.17 0.09
C 0.00 -0.02 0.15
C -0.07 0.00 -0.02
C 0.21 -0.10 0.10
C 0.02 0.01 -0.06
C 0.04 0.06 -0.01
H -0.10 0.03 -0.10
H -0.09 0.02 0.03
H 0.00 -0.01 0.11
F -0.10 0.05 -0.06
H 0.13 -0.03 -0.03
H 0.07 0.05 -0.03
H 0.02 0.07 -0.03
H 0.05 0.05 -0.14
H 0.01 0.01 0.10
H -0.04 0.08 0.00
C -0.22 -0.16 -0.30
C -0.31 0.12 -0.11
H -0.06 -0.10 0.11
H -0.04 0.03 -0.01
H 0.13 0.07 -0.03
H -0.04 -0.07 0.02
H -0.03 0.05 -0.02
H 0.03 -0.03 0.10
H 0.08 0.06 0.05
H -0.05 0.04 -0.11
H -0.05 0.09 -0.06
H -0.03 0.02 -0.01

# 2
Here is one molecule with the formula C24H30N2O2S from the OMol25 dataset. Energies are from ωB97M-V/def2-TZVPD.

Summary:
Lowest unoccupied orbital energy: 0.53 eV
Net charge: 0
E: -43287.6457 eV
SMILES string: Cc1ccc(CNC(=O)c2ccccc2SCC(=O)NCC2CCCCC2)cc1
Largest force on an atom: 0.0095 Eh/bohr
Multiplicity: 1
Energy relative to the best compared isomer or geometry (same formula, charge and spin): 0.000 eV
Kohn-Sham gap: 9.099 eV

Last column: Löwdin charge in e.
CARTESIAN COORDINATES (ANGSTROEM)
C 6.322 0.737 1.824  -0.053
C 5.400 0.034 0.875  -0.282
C 4.924 -1.239 1.163  -0.040
C 4.049 -1.880 0.307  -0.032
C 3.635 -1.268 -0.866  -0.225
C 4.112 0.003 -1.161  -0.052
C 4.980 0.645 -0.299  -0.046
H 5.332 1.637 -0.541  0.111
H 3.795 0.503 -2.065  0.111
C 2.660 -1.954 -1.793  -0.121
N 1.587 -1.061 -2.194  0.088
C 0.748 -0.549 -1.272  -0.489
O 0.716 -0.926 -0.115  0.060
C -0.185 0.498 -1.798  -0.171
C -1.171 0.180 -2.721  -0.037
C -2.094 1.136 -3.109  -0.079
C -2.030 2.415 -2.578  -0.067
C -1.031 2.751 -1.682  -0.077
C -0.109 1.793 -1.288  -0.456
S 1.256 2.186 -0.214  0.982
C 0.400 3.017 1.153  -0.353
C -0.761 2.240 1.775  -0.567
O -1.676 2.856 2.288  0.048
N -0.649 0.908 1.765  0.072
H 0.077 0.438 1.231  0.086
C -1.653 0.045 2.342  -0.135
H -2.337 0.679 2.910  0.127
H -1.155 -0.651 3.025  0.128
C -2.417 -0.745 1.274  -0.311
C -3.292 0.180 0.428  -0.152
C -4.049 -0.612 -0.632  -0.204
C -4.912 -1.688 0.020  -0.208
C -4.046 -2.615 0.867  -0.203
C -3.286 -1.821 1.925  -0.172
H -2.660 -2.495 2.514  0.114
H -3.998 -1.346 2.604  0.123
H -4.669 -3.372 1.348  0.106
H -3.331 -3.131 0.222  0.113
H -5.436 -2.263 -0.746  0.106
H -5.662 -1.213 0.656  0.113
H -3.333 -1.083 -1.309  0.100
H -4.673 0.063 -1.223  0.109
H -4.003 0.694 1.079  0.129
H -2.674 0.942 -0.050  0.098
H -1.680 -1.230 0.625  0.132
H 1.170 3.159 1.914  0.086
H 0.043 3.998 0.838  0.077
H -0.970 3.754 -1.290  0.112
H -2.754 3.160 -2.872  0.109
H -2.868 0.883 -3.818  0.108
H -1.225 -0.824 -3.116  0.121
H 1.642 -0.616 -3.096  0.147
H 2.213 -2.809 -1.276  0.125
H 3.162 -2.308 -2.696  0.130
H 3.679 -2.864 0.556  0.114
H 5.236 -1.729 2.075  0.112
H 7.014 0.034 2.284  0.077
H 6.892 1.510 1.313  0.075
H 5.746 1.210 2.619  0.084

Cartesian forces, eV/Å:
C -0.07 0.02 0.04
C 0.02 -0.04 -0.02
C 0.04 0.04 -0.01
C -0.01 0.02 -0.14
C 0.07 0.00 0.02
C -0.01 -0.16 0.02
C 0.02 -0.02 0.01
H 0.06 0.11 -0.02
H -0.05 0.07 -0.09
C -0.04 -0.09 0.21
N 0.25 -0.14 -0.30
C -0.30 0.02 -0.31
O 0.13 -0.30 0.13
C -0.15 0.25 0.17
C 0.09 -0.02 -0.02
C -0.03 0.01 -0.04
C -0.07 0.01 -0.04
C -0.01 -0.09 -0.01
C 0.31 0.09 0.18
S 0.01 0.24 0.04
C 0.00 -0.06 -0.32
C 0.42 0.21 -0.11
O -0.32 0.24 0.14
N 0.15 -0.41 -0.03
H -0.02 0.24 -0.01
C -0.18 -0.21 -0.05
H 0.04 -0.13 0.02
H -0.08 0.03 0.03
C -0.17 0.26 0.38
C 0.26 -0.19 -0.26
C -0.23 0.13 0.21
C 0.20 -0.16 -0.24
C -0.25 0.12 0.22
C 0.26 -0.11 -0.28
H 0.00 0.01 0.11
H -0.05 0.03 0.11
H 0.04 -0.08 -0.04
H 0.03 -0.08 -0.03
H -0.09 0.01 0.03
H -0.10 0.02 0.02
H 0.02 -0.02 -0.09
H 0.03 0.00 -0.10
H -0.04 0.09 0.07
H 0.02 0.10 0.03
H -0.01 -0.02 -0.02
H -0.03 0.04 0.00
H -0.05 -0.11 0.16
H 0.03 0.11 0.03
H -0.07 0.06 -0.04
H -0.08 -0.03 -0.05
H -0.03 -0.10 -0.04
H -0.11 0.01 0.10
H 0.12 0.02 -0.12
H -0.11 -0.01 0.06
H -0.08 -0.10 0.03
H 0.04 -0.05 0.10
H 0.08 0.01 0.05
H 0.07 0.05 0.02
H 0.04 0.06 0.08

# 3
Here is one molecule with the formula C24H30N2O2S from the OMol25 dataset. Energies are from ωB97M-V/def2-TZVPD.

Summary:
Lowest unoccupied orbital energy: 0.69 eV
Net charge: 0
E: -43285.9568 eV
SMILES string: CSc1cccc(CN2CCC(Oc3cccc(C(=O)N4CCCC4)c3)CC2)c1
Largest force on an atom: 0.0145 Eh/bohr
Multiplicity: 1
Energy relative to the best compared isomer or geometry (same formula, charge and spin): 1.689 eV
Kohn-Sham gap: 8.695 eV

Last column: Löwdin charge in e.
CARTESIAN COORDINATES (ANGSTROEM)
C -3.409 -3.383 3.577  -0.401
H -3.650 -4.440 3.619  0.028
H -4.029 -2.836 4.282  0.036
H -3.541 -3.015 2.564  0.035
S -1.662 -3.263 4.060  0.883
C -1.307 -1.532 3.968  -0.538
C -0.005 -1.153 4.286  -0.123
C 0.349 0.180 4.249  -0.073
C -0.582 1.142 3.889  -0.052
C -1.879 0.772 3.561  -0.213
C -2.236 -0.570 3.607  -0.065
H -3.251 -0.845 3.363  0.092
C -2.882 1.799 3.089  -0.148
N -2.849 2.061 1.657  -0.151
C -1.623 2.689 1.204  -0.184
C -1.808 3.208 -0.219  -0.105
H -2.620 3.936 -0.240  0.126
H -0.888 3.693 -0.548  0.111
C -2.167 2.051 -1.158  -0.328
C -3.386 1.317 -0.599  -0.104
C -3.144 0.894 0.847  -0.189
H -4.048 0.421 1.239  0.123
H -2.322 0.158 0.870  0.129
H -4.244 1.989 -0.642  0.123
H -3.592 0.437 -1.208  0.121
H -2.409 2.434 -2.161  0.143
O -1.115 1.103 -1.249  -0.019
C 0.016 1.401 -1.938  -0.245
C 1.053 0.474 -1.808  0.057
C 2.247 0.651 -2.481  -0.153
C 2.428 1.764 -3.295  -0.038
C 1.403 2.680 -3.427  -0.069
C 0.202 2.510 -2.759  -0.021
H -0.575 3.247 -2.887  0.105
H 1.535 3.548 -4.057  0.106
H 3.366 1.910 -3.808  0.119
C 3.368 -0.332 -2.300  -0.441
O 4.228 -0.206 -1.448  0.079
N 3.350 -1.361 -3.168  -0.043
C 2.395 -1.556 -4.241  -0.145
C 2.756 -2.929 -4.808  -0.164
H 2.235 -3.711 -4.254  0.113
C 4.259 -3.022 -4.546  -0.166
H 4.805 -2.442 -5.290  0.114
C 4.391 -2.374 -3.172  -0.138
H 4.208 -3.099 -2.370  0.130
H 5.361 -1.907 -2.992  0.124
H 4.627 -4.046 -4.559  0.109
H 2.502 -3.020 -5.862  0.109
H 2.514 -0.774 -5.001  0.126
H 1.369 -1.512 -3.867  0.123
H 0.903 -0.378 -1.162  0.137
H -1.398 3.528 1.867  0.124
H -0.769 1.990 1.223  0.129
H -3.896 1.467 3.331  0.123
H -2.704 2.752 3.595  0.123
H -0.299 2.184 3.871  0.109
H 1.357 0.472 4.500  0.106
H 0.712 -1.911 4.562  0.099

Cartesian forces, eV/Å:
C 0.57 0.25 0.14
H -0.03 -0.05 0.00
H -0.13 0.00 -0.02
H -0.12 0.00 -0.05
S -0.14 -0.12 -0.03
C -0.18 -0.33 -0.02
C -0.09 -0.05 -0.02
C 0.06 -0.01 0.01
C -0.11 0.01 0.00
C 0.03 0.09 0.05
C 0.08 0.04 0.06
H -0.11 -0.05 -0.03
C -0.02 0.04 -0.02
N -0.08 0.06 0.03
C 0.03 0.21 -0.19
C 0.25 -0.32 0.01
H 0.00 0.05 -0.02
H -0.03 0.06 -0.04
C -0.54 0.51 -0.10
C 0.39 -0.14 0.03
C -0.16 0.00 -0.24
H 0.05 -0.07 0.01
H -0.11 -0.02 0.07
H -0.03 0.01 -0.02
H -0.03 0.01 -0.06
H 0.07 -0.09 0.14
O 0.10 -0.19 0.04
C 0.29 -0.11 -0.09
C -0.08 0.07 0.01
C -0.08 0.28 0.18
C 0.06 -0.03 -0.03
C 0.12 -0.06 -0.03
C -0.35 0.03 0.13
H -0.08 0.04 0.03
H 0.01 0.07 -0.04
H 0.10 0.02 -0.06
C -0.15 -0.05 -0.13
O 0.14 0.11 0.23
N 0.13 -0.21 -0.02
C -0.47 0.11 -0.39
C 0.07 0.11 0.00
H -0.04 -0.03 0.00
C -0.12 0.00 0.11
H 0.05 0.01 -0.02
C 0.39 -0.09 0.20
H 0.10 0.03 -0.03
H -0.06 -0.09 0.03
H 0.07 -0.01 -0.03
H -0.08 -0.02 0.00
H -0.09 -0.09 0.03
H 0.07 0.01 -0.11
H -0.03 -0.11 0.09
H 0.06 -0.05 0.01
H -0.02 0.10 0.07
H 0.06 0.03 0.07
H -0.05 -0.06 0.03
H 0.02 0.12 -0.01
H 0.09 0.02 0.03
H 0.13 -0.06 0.04

# 4
Here is one molecule with the formula C24H30N2O4 from the OMol25 dataset. Energies are from ωB97M-V/def2-TZVPD.

Summary:
Lowest unoccupied orbital energy: 0.66 eV
Net charge: 0
E: -36545.8093 eV
SMILES string: COc1ccc(CCN2C[C@H](C(=O)N(C)Cc3ccccc3OC)CCC2=O)cc1
Largest force on an atom: 0.0095 Eh/bohr
Multiplicity: 1
Energy relative to the best compared isomer or geometry (same formula, charge and spin): 1.690 eV
Kohn-Sham gap: 8.936 eV

Last column: Löwdin charge in e.
CARTESIAN COORDINATES (ANGSTROEM)
C 1.233 -6.883 -2.699  -0.094
H 1.335 -7.954 -2.527  0.092
O 0.716 -6.353 -1.504  -0.088
C 0.472 -5.012 -1.440  -0.280
C 0.714 -4.105 -2.465  -0.017
C 0.429 -2.763 -2.279  -0.028
C -0.096 -2.295 -1.085  -0.242
C -0.340 -3.209 -0.067  -0.041
C -0.058 -4.548 -0.236  -0.001
H -0.241 -5.262 0.552  0.117
H -0.749 -2.865 0.872  0.112
C -0.421 -0.841 -0.911  -0.130
H -0.450 -0.596 0.153  0.098
H 0.345 -0.227 -1.390  0.119
C -1.773 -0.489 -1.554  -0.125
N -2.075 0.917 -1.416  -0.056
C -1.648 1.790 -2.360  -0.466
O -1.138 1.445 -3.408  0.056
C -1.914 3.235 -1.987  -0.075
C -1.315 3.598 -0.620  -0.107
H -1.859 4.453 -0.214  0.124
C -1.396 2.414 0.362  -0.191
C -2.468 1.431 -0.125  -0.096
H -2.566 0.600 0.575  0.139
H -3.435 1.941 -0.179  0.136
C -1.746 2.910 1.759  -0.433
O -2.904 3.103 2.087  0.063
N -0.713 3.143 2.601  -0.097
C 0.681 2.931 2.263  -0.091
C 1.056 1.472 2.127  -0.145
C 0.488 0.504 2.938  -0.026
C 0.842 -0.829 2.817  -0.089
C 1.778 -1.203 1.872  -0.090
C 2.353 -0.254 1.043  -0.021
C 1.999 1.084 1.160  -0.239
O 2.498 2.085 0.376  -0.093
C 3.361 1.745 -0.684  -0.073
H 3.585 2.683 -1.190  0.096
H 4.292 1.302 -0.318  0.097
H 2.881 1.060 -1.389  0.095
H 3.070 -0.572 0.305  0.109
H 2.060 -2.239 1.763  0.109
H 0.387 -1.569 3.458  0.103
H -0.253 0.798 3.666  0.114
H 0.937 3.455 1.337  0.122
H 1.281 3.377 3.061  0.139
C -0.993 3.658 3.924  -0.031
H -0.577 4.662 4.039  0.095
H -0.568 3.007 4.690  0.089
H -2.074 3.703 4.044  0.087
H -0.449 1.875 0.368  0.119
H -0.273 3.894 -0.748  0.115
H -2.997 3.373 -1.962  0.127
H -1.507 3.877 -2.767  0.122
H -2.575 -1.074 -1.097  0.133
H -1.734 -0.707 -2.624  0.126
H 0.621 -2.068 -3.083  0.121
H 1.122 -4.428 -3.410  0.102
H 2.215 -6.461 -2.936  0.094
H 0.554 -6.716 -3.542  0.095

Cartesian forces, eV/Å:
C 0.08 -0.07 -0.18
H 0.01 0.07 -0.06
O -0.12 0.18 0.25
C -0.05 0.10 0.11
C 0.09 -0.37 -0.11
C -0.08 0.08 0.20
C 0.08 0.16 -0.01
C 0.04 -0.08 -0.12
C 0.05 -0.22 -0.11
H -0.03 -0.09 0.10
H -0.04 0.05 0.12
C -0.30 -0.02 -0.19
H 0.07 0.07 0.05
H 0.02 0.08 0.05
C 0.26 -0.13 -0.13
N -0.05 -0.18 -0.04
C -0.28 0.31 0.01
O 0.29 -0.08 -0.36
C 0.19 0.07 -0.12
C 0.02 0.05 0.03
H 0.05 0.00 -0.02
C -0.33 0.03 0.19
C -0.03 0.31 0.37
H -0.04 0.01 -0.06
H 0.06 -0.11 0.11
C 0.26 -0.20 -0.34
O -0.39 0.01 -0.09
N 0.16 0.12 0.43
C 0.13 -0.10 -0.35
C 0.24 0.10 -0.11
C 0.08 0.05 -0.14
C -0.01 -0.14 0.05
C -0.03 0.01 0.08
C 0.17 0.14 -0.18
C -0.14 -0.04 0.21
O -0.26 -0.02 0.34
C 0.17 -0.04 -0.22
H 0.02 -0.10 -0.01
H -0.04 0.00 -0.01
H 0.01 0.01 0.03
H 0.07 -0.01 -0.11
H 0.02 -0.10 -0.02
H -0.04 -0.08 0.07
H -0.11 0.06 0.09
H 0.01 -0.01 0.16
H -0.06 0.06 -0.13
C -0.25 0.10 0.10
H 0.01 -0.01 0.05
H 0.03 0.00 0.03
H 0.12 0.02 0.07
H -0.07 0.01 -0.05
H -0.01 0.05 0.02
H -0.01 0.02 0.00
H -0.08 -0.12 0.00
H 0.02 0.00 -0.04
H -0.06 -0.06 0.14
H 0.03 0.10 -0.11
H 0.04 -0.07 -0.07
H -0.05 -0.01 0.00
H 0.04 0.01 0.03

> Look up the E of the second one.

-43287.6457 eV